The following is a DFT calculation (ωB97M-V/def2-TZVPD) of a cluster of 8 separate species, C52H46NO28P in total in a non-equilibrium geometry.

Properties
**HOMO level**: -8.284 eV
**Kohn-Sham gap**: 6.535 eV
**E_LUMO**: -0.06431 hartree
**Electronic energy**: -4511.6467 Ha

ORCA input file:
```
! wB97M-V def2-TZVPD RIJCOSX def2/J DEFGRID3
* xyz 0 1
C -7.4851 -2.4687 -1.2086
C -7.3227 -1.7889 -2.6639
N -7.3125 -0.2725 -2.6214
P -8.8942 0.3369 -1.9593
C -8.8150 1.9147 -3.0201
C -10.6699 0.8038 -1.2924
C -11.6858 -0.3240 -1.8665
C -11.9522 -0.2386 -3.4171
C -12.8661 -1.2694 -4.1387
C -13.5081 -2.4001 -3.2625
C -13.2560 -2.4819 -1.7178
C -12.3324 -1.4365 -1.0054
H -8.5771 -2.5322 -0.8691
H -7.0502 -3.5330 -1.1482
H -6.9611 -1.7648 -0.4609
H -8.0815 -2.1962 -3.4404
H -6.2884 -2.1336 -3.0591
H -7.3308 -0.0129 -3.6317
H -9.4634 -0.9209 -2.3566
H -8.3420 0.4369 -0.6217
H -9.4965 1.7497 -3.9304
H -9.1188 2.8173 -2.3829
H -7.7246 2.0917 -3.3306
H -10.9629 1.8162 -1.7547
H -10.7308 0.7874 -0.1523
H -11.4412 0.5916 -4.0311
H -13.0902 -1.2293 -5.2684
H -14.1588 -3.1713 -3.7974
H -13.6962 -3.3195 -1.0595
H -12.0879 -1.4542 0.1123
C -2.9087 -0.0701 0.2671
C -3.9573 -0.0417 -0.5590
C -3.8616 0.5554 -1.9163
O -4.8362 0.5449 -2.6480
C -2.5785 1.1453 -2.3192
C -1.5302 1.1210 -1.4938
C -1.6197 0.4966 -0.1433
O -0.6359 0.4766 0.5772
O -0.3326 1.6668 -1.8531
O -5.1597 -0.5576 -0.1962
H -2.9669 -0.5040 1.2556
H -2.5265 1.5930 -3.3028
H 0.2612 1.5208 -1.0888
H -5.7486 -0.4119 -0.9708
C 4.6409 2.8395 -2.4492
C 5.4443 3.2374 -3.4362
C 4.9815 3.2633 -4.8526
O 5.7392 3.6520 -5.7269
C 3.6174 2.8102 -5.1384
C 2.8133 2.4087 -4.1521
C 3.2672 2.4086 -2.7335
O 2.4999 2.0525 -1.8569
O 1.5426 1.9829 -4.4041
O 6.7262 3.6392 -3.1895
H 4.9642 2.8178 -1.4167
H 3.3005 2.8174 -6.1710
H 1.1657 1.7495 -3.5307
H 7.0972 3.8777 -4.0626
C 10.0758 4.3895 0.1502
C 8.9614 3.9225 -0.4193
C 8.3282 2.6523 0.0407
O 7.3002 2.2638 -0.4881
C 8.9824 1.9109 1.1239
C 10.0981 2.3767 1.6901
C 10.7157 3.6600 1.2492
O 11.7247 4.0640 1.8017
O 10.7172 1.6973 2.6952
O 8.3585 4.5883 -1.4422
H 10.5440 5.3100 -0.1718
H 8.5230 0.9825 1.4362
H 11.4971 2.2383 2.9351
H 7.5705 4.0490 -1.6821
C 0.3521 -3.3259 1.4201
C 0.9885 -4.4858 1.2454
C 0.3196 -5.7887 1.5258
O 0.9260 -6.8311 1.3371
C -1.0570 -5.7608 2.0286
C -1.6925 -4.6008 2.2067
C -1.0334 -3.2997 1.9004
O -1.6496 -2.2592 2.0572
O -2.9708 -4.5595 2.6756
O 2.2763 -4.5265 0.8025
H 0.8247 -2.3734 1.2184
H -1.5233 -6.7099 2.2440
H -3.2026 -3.6109 2.7136
H 2.5058 -5.4755 0.7585
C 0.0914 -8.2762 4.6640
C 0.6750 -9.3008 5.2899
C -0.0668 -10.1288 6.2836
O 0.4922 -11.0685 6.8221
C -1.4577 -9.7678 6.5779
C -2.0399 -8.7413 5.9546
C -1.3065 -7.9308 4.9412
O -1.8771 -7.0105 4.3778
O -3.3297 -8.3929 6.2195
O 1.9725 -9.6321 5.0451
H 0.6180 -7.6692 3.9392
H -1.9793 -10.3652 7.3135
H -3.5153 -7.6256 5.6429
H 2.1560 -10.4031 5.6171
C 10.9890 1.3415 8.6361
C 11.7865 1.7350 7.6409
C 11.3139 1.7516 6.2270
O 12.0644 2.1354 5.3452
C 9.9481 1.2944 5.9527
C 9.1516 0.8976 6.9477
C 9.6149 0.9070 8.3644
O 8.8540 0.5550 9.2495
O 7.8818 0.4680 6.7078
O 13.0658 2.1389 7.8774
H 11.3187 1.3268 9.6664
H 9.6239 1.2947 4.9206
H 7.5149 0.2400 7.5846
H 13.4305 2.3728 7.0014
C 1.8374 8.4925 -5.8085
C 2.4707 7.3310 -5.9860
C 1.8012 6.0299 -5.7007
O 2.4042 4.9869 -5.8923
C 0.4274 6.0603 -5.1897
C -0.2049 7.2220 -5.0089
C 0.4549 8.5220 -5.3202
O -0.1594 9.5627 -5.1601
O -1.4797 7.2659 -4.5327
O 3.7557 7.2877 -6.4365
H 2.3107 9.4434 -6.0138
H -0.0405 5.1098 -4.9699
H -1.7097 8.2152 -4.4939
H 3.9843 6.3381 -6.4816
*
```

---

The following is a DFT calculation (ωB97M-V/def2-TZVPD) of a structure of composition C52H47Cl5N9OPb.

Properties
**Energy relative to the best compared isomer or geometry (same formula, charge and spin)**: 3.9 kcal per mole
**HOMO level**: -4.113 eV
**Kohn-Sham gap**: 5.830 eV
**E_LUMO**: 0.06310 hartree
**Electronic energy**: -5071.7138 Ha

ORCA input file:
```
! wB97M-V def2-TZVPD RIJCOSX def2/J DEFGRID3
* xyz -1 1
Pb 0.2598 -0.2619 -0.1955
C -0.1282 -4.8115 -2.3614
C -0.3336 -3.5740 -1.5386
N 0.3150 -2.4837 -1.7187
N 1.2236 -2.4466 -2.7339
C 2.1162 -1.4901 -2.5395
O 2.2135 -0.7123 -1.5475
C 3.0961 -1.2943 -3.6619
C 4.0635 -0.3034 -3.5329
C 4.9511 -0.0501 -4.5689
C 4.8770 -0.7851 -5.7439
C 3.9137 -1.7778 -5.8762
C 3.0282 -2.0327 -4.8402
C -1.2713 -3.6178 -0.3887
C -1.9556 -4.7855 -0.0492
C -2.7535 -4.7919 1.0814
C -2.8524 -3.6418 1.8467
C -2.1419 -2.5238 1.4326
N -1.3820 -2.5117 0.3478
H 0.4329 -4.5596 -3.2554
H 0.4446 -5.5493 -1.7918
H -1.0823 -5.2648 -2.6369
H 4.0942 0.2603 -2.6096
H 5.7002 0.7245 -4.4595
H 5.5666 -0.5851 -6.5552
H 3.8527 -2.3538 -6.7918
H 2.2703 -2.7989 -4.9283
H -1.8411 -5.6813 -0.6414
H -3.2782 -5.6942 1.3701
H -3.4515 -3.6071 2.7466
H -2.1662 -1.5962 1.9971
N 0.9110 -0.1452 5.1322
C 0.4555 -0.7012 3.9897
N -0.3380 -0.1352 3.1476
C -0.7854 1.1491 3.4110
N -1.6035 1.7812 2.6273
N -1.8191 1.1194 1.4389
C -2.8427 1.5125 0.7974
C -3.2206 0.8805 -0.4738
C -4.4214 1.2403 -1.0804
C -4.8072 0.6004 -2.2454
C -3.9903 -0.3891 -2.7642
C -2.8049 -0.6751 -2.1009
N -2.4185 -0.0515 -0.9960
C -0.3104 1.8341 4.6194
C -0.6401 3.1601 4.9077
C -0.1117 3.7821 6.0186
C 0.7629 3.0875 6.8583
C 1.1068 1.7805 6.5888
C 0.5677 1.1555 5.4642
H 1.5906 -0.6480 5.6833
H 0.7970 -1.7110 3.7880
H -3.4896 2.2974 1.1933
H -5.0341 2.0143 -0.6365
H -5.7331 0.8690 -2.7382
H -4.2498 -0.9265 -3.6661
H -2.1238 -1.4327 -2.4773
H -1.2934 3.6806 4.2210
H -0.3598 4.8133 6.2323
H 1.1864 3.5822 7.7231
H 1.8007 1.2399 7.2211
Cl 3.7332 -0.2357 1.4457
C 3.1735 -1.5545 2.4871
C 2.3284 -2.5074 1.9627
C 1.9663 -3.4943 2.8485
Cl 0.8829 -4.7901 2.2859
C 2.3667 -3.5573 4.1827
Cl 1.8502 -4.8201 5.2571
C 3.1919 -2.5434 4.6676
Cl 3.6539 -2.5149 6.3418
C 3.6075 -1.5254 3.8098
Cl 4.5984 -0.2407 4.4340
C -0.7927 6.2511 0.9692
C -0.0440 4.9425 0.9186
C 0.8734 4.6199 1.9103
C 1.5963 3.4292 1.8195
C 2.6597 3.1072 2.8395
C 1.3615 2.5726 0.7595
C 0.4063 2.8394 -0.2588
C -0.2678 4.0751 -0.1443
N 0.2321 1.8876 -1.2278
C -0.1041 2.2297 -2.6052
C 0.8246 3.3340 -3.1503
C 0.5784 3.5827 -4.6422
C 0.8630 2.3034 -5.4348
C -0.0612 1.1894 -4.9346
C -1.5175 1.5977 -5.1621
C -1.8082 2.8769 -4.3741
C -0.8811 3.9974 -4.8541
C -1.5751 2.6198 -2.8802
C 0.1929 0.9770 -3.4428
H -0.6661 6.7411 1.9355
H -1.8615 6.1023 0.8016
H -0.4346 6.9366 0.1969
H 1.0584 5.3074 2.7301
H 3.2429 3.9974 3.0856
H 3.3401 2.3370 2.4773
H 2.2181 2.7482 3.7720
H 2.0198 1.7161 0.6484
H -0.9949 4.3704 -0.8874
H 1.8558 3.0060 -2.9829
H 0.6897 4.2622 -2.5903
H 1.2385 4.3851 -4.9881
H 1.9073 2.0025 -5.3045
H 0.7007 2.4771 -6.5050
H 0.1582 0.2593 -5.4677
H -2.1891 0.7981 -4.8298
H -1.7036 1.7590 -6.2304
H -2.8514 3.1745 -4.5298
H -1.0910 4.9165 -4.2958
H -1.0635 4.2099 -5.9138
H -2.2207 1.8017 -2.5511
H -1.8685 3.5027 -2.3106
H 1.2381 0.7216 -3.2787
H -0.4108 0.1357 -3.0765
*
```

---

The following is a DFT calculation (ωB97M-V/def2-TZVPD) of a structure of composition C52H48FN4O3PSe2W.

Properties
**Energy relative to the best compared isomer or geometry (same formula, charge and spin)**: 11.1 kcal per mole
**HOMO level**: -13.004 eV
**Kohn-Sham gap**: 6.146 eV
**E_LUMO**: -0.25203 hartree
**Electronic energy**: -7765.8554 Ha

ORCA input file:
```
! wB97M-V def2-TZVPD RIJCOSX def2/J DEFGRID3
* xyz 2 1
W -0.2135 -0.5214 0.1548
O 3.5041 -2.9572 0.7816
C 2.9825 -4.1287 0.3193
C 3.8762 -5.1670 0.0866
C 3.4160 -6.3852 -0.3732
C 2.0582 -6.5936 -0.6113
C 1.1678 -5.5706 -0.3772
C 1.6135 -4.3274 0.0923
C 0.6289 -3.2732 0.3158
O 1.0644 -1.9990 0.3675
N -0.6283 -3.4941 0.4763
N -1.2649 -2.2912 0.7370
C -2.3405 -2.4355 1.4671
C -2.8355 -1.4286 2.3282
C -3.9836 -1.6472 3.1174
C -4.2492 -0.8256 4.1805
C -3.3419 0.1930 4.5222
C -2.2046 0.4161 3.7819
C -1.9740 -0.3617 2.6445
O -0.9046 -0.1058 1.9056
H 2.7918 -2.3040 0.8224
H 4.9259 -4.9970 0.2805
H 4.1223 -7.1848 -0.5508
H 1.7073 -7.5475 -0.9769
H 0.1100 -5.7031 -0.5584
H -2.7433 -3.4428 1.5256
H -4.6364 -2.4772 2.8804
H -5.1342 -0.9805 4.7801
H -3.5384 0.8082 5.3900
H -1.4841 1.1816 4.0466
C 1.2897 -1.7787 3.4331
C 1.2808 -0.3055 3.7344
C 1.1350 0.0827 5.0587
C 1.1382 1.4187 5.4268
C 1.3443 2.3830 4.4630
C 1.5377 2.0476 3.1216
C 1.9023 3.1962 2.2115
C 1.4549 0.6945 2.7637
N 1.5553 0.3646 1.3445
C 2.6714 0.5907 0.7566
C 3.9729 0.8078 1.4542
C 2.6598 0.6209 -0.7425
C 3.8133 1.3162 -1.3940
N 1.6377 0.1279 -1.3478
C 1.8012 -0.0629 -2.7822
C 2.8495 -0.9020 -3.1991
C 3.7676 -1.6602 -2.2718
C 3.0210 -1.1227 -4.5597
C 2.1827 -0.5442 -5.4924
C 1.1483 0.2669 -5.0620
C 0.9327 0.5229 -3.7133
C -0.2075 1.4252 -3.3456
H 1.1455 -2.3405 4.3538
H 2.2453 -2.0988 3.0117
H 0.4961 -2.0701 2.7473
H 1.0149 -0.6835 5.8131
H 1.0125 1.6991 6.4635
H 1.4020 3.4272 4.7453
H 1.0981 3.9318 2.1755
H 2.1214 2.9165 1.1856
H 2.7842 3.6971 2.6139
H 3.8872 0.6397 2.5236
H 4.3636 1.8107 1.2828
H 4.7003 0.1062 1.0370
H 3.9557 2.2805 -0.9011
H 3.6386 1.4777 -2.4526
H 4.7412 0.7565 -1.2715
H 3.4864 -1.6147 -1.2213
H 4.7960 -1.3054 -2.3617
H 3.7768 -2.7153 -2.5511
H 3.8218 -1.7757 -4.8824
H 2.3293 -0.7283 -6.5475
H 0.4831 0.7193 -5.7853
H -0.7934 1.6554 -4.2338
H 0.1463 2.3661 -2.9224
H -0.8725 0.9564 -2.6157
Se -0.1814 2.1747 -0.1114
P -2.3376 2.3813 -0.2866
Se -2.7428 0.2421 -0.4223
C -3.0354 3.2666 1.1050
C -2.3264 3.3299 2.3061
C -2.8598 4.0199 3.3802
C -4.0981 4.6381 3.2635
C -4.8054 4.5716 2.0706
C -4.2760 3.8930 0.9852
C -2.8717 3.1683 -1.8024
C -4.0353 2.7118 -2.4225
C -4.4885 3.3439 -3.5675
C -3.7770 4.4140 -4.0964
C -2.6162 4.8602 -3.4822
C -2.1592 4.2397 -2.3294
H -1.3573 2.8493 2.3892
H -2.3073 4.0852 4.3089
H -4.5094 5.1838 4.1016
H -5.7649 5.0611 1.9794
H -4.8213 3.8667 0.0502
H -4.5809 1.8644 -2.0230
H -5.3907 2.9982 -4.0524
H -4.1294 4.8991 -4.9963
H -2.0650 5.6909 -3.8999
H -1.2525 4.5865 -1.8471
F -0.9491 -4.0842 -5.1108
C -0.8420 -3.3156 -4.0253
C 0.3651 -3.2226 -3.3706
C 0.4515 -2.4067 -2.2553
C -0.6142 -1.6362 -1.7548
C -1.8248 -1.8250 -2.4432
C -1.9498 -2.6356 -3.5592
H 1.2221 -3.7835 -3.7178
H 1.4097 -2.4006 -1.7642
H -2.7401 -1.3362 -2.1553
H -2.8997 -2.7408 -4.0646
*
```

---

Which of these has the lowest HOMO level? C52H48FN4O3PSe2W

---

Which of these has the highest E_LUMO? C52H47Cl5N9OPb

---

Among the records above, which one has the lowest HOMO level? C52H48FN4O3PSe2W

---

What is the formula in the third record? C52H48FN4O3PSe2W